Computed, not measured: C10H14N2S2 in the gas phase at a distorted geometry, with ωB97M-V/def2-TZVPD.

Element x y z (Å)
C1 3.10 -1.16 -0.73
C2 2.31 -0.14 -0.12
C3 1.02 -1.72 -1.01
C4 -0.90 -0.80 1.17
C5 2.73 1.02 0.48
C6 -0.96 2.29 -0.74
C7 -2.24 -0.99 0.49
C8 -2.52 0.39 -0.12
C9 -0.07 0.21 0.37
C10 -1.13 0.73 -0.69
N1 2.29 -2.04 -1.23
N2 1.00 -0.50 -0.32
S1 0.05 -2.48 1.53
S2 1.99 2.49 0.93
H1 4.15 -1.14 -1.01
H2 1.00 -1.68 1.88
H3 0.02 -2.28 -1.15
H4 -1.01 -0.44 2.21
H5 3.78 1.05 0.68
H6 -1.25 2.71 0.22
H7 -1.65 2.60 -1.62
H8 0.06 2.45 -1.01
H9 -2.19 -1.84 -0.27
H10 -2.95 -1.36 1.22
H11 -3.20 0.38 -0.92
H12 -2.79 1.11 0.57
H13 0.24 0.99 0.92
H14 -0.88 0.15 -1.73

Calculated values
* structure (SMILES): C[C@@H]1CC[C@@H](S)[C@H]1n1cncc1C=S
* charge: 0


Computed, not measured: a gas-phase ion, C10H14N3 (charge +1) at a distorted geometry, with ωB97M-V/def2-TZVPD.

Element x y z (Å)
C1 3.01 -1.05 -0.55
C2 2.24 -2.18 -0.26
C3 2.50 0.17 -0.38
C4 0.89 -2.08 0.06
C5 1.13 0.32 -0.28
C6 0.35 -0.82 -0.01
C7 -0.65 1.57 -1.18
C8 0.83 2.56 0.61
C9 -1.42 -0.19 1.58
C10 -3.14 -0.73 -1.07
N1 0.43 1.55 -0.39
N2 -1.14 -0.77 0.29
N3 -1.79 -0.99 -0.75
H1 4.10 -1.08 -0.94
H2 2.64 -3.22 -0.43
H3 3.04 1.14 -0.45
H4 0.18 -2.86 0.14
H5 -1.23 2.56 -1.03
H6 1.30 2.02 1.45
H7 1.53 3.32 0.29
H8 -0.06 2.98 1.02
H9 -0.53 -0.63 2.27
H10 -1.24 0.86 1.61
H11 -2.37 -0.65 1.95
H12 -3.90 -0.67 -0.24
H13 -3.49 -1.45 -1.79
H14 -3.20 0.31 -1.52

Calculated values
* charge: +1


Computed, not measured: 2 unconnected molecules or ions with the total composition C10H14N3S at a distorted geometry, with ωB97M-V/def2-TZVPD.

Element x y z (Å)
C1 1.49 3.65 0.89
C2 1.41 3.42 -0.46
C3 1.90 2.61 1.82
C4 1.64 2.16 -0.91
C5 2.09 1.29 1.30
C6 1.89 1.09 -0.07
C7 -1.61 -3.62 1.09
C8 -0.50 -4.29 0.69
C9 -1.75 -0.46 -1.12
C10 0.57 -1.02 -1.04
N1 -2.77 0.35 -0.85
N2 -1.92 -1.65 -1.56
N3 -0.43 -0.19 -0.74
S1 2.19 -0.56 -0.64
H1 1.46 4.69 1.44
H2 1.30 4.38 -1.02
H3 2.00 3.00 2.88
H4 1.74 2.06 -1.92
H5 2.33 0.64 2.13
H6 -2.47 -3.60 0.59
H7 -1.66 -3.53 2.24
H8 -0.43 -4.44 -0.45
H9 0.45 -2.03 -1.37
H10 -3.71 0.14 -1.40
H11 -2.54 1.42 -0.78
H12 -2.92 -1.89 -1.43
H13 0.38 -4.36 1.18
H14 -0.14 0.73 -0.51

Calculated values
* charge: +1


Computed, not measured: C10H14N4O5 in the gas phase at a distorted geometry, with ωB97M-V/def2-TZVPD.

Element x y z (Å)
C1 -0.05 -0.08 -2.62
C2 0.29 -0.79 -1.28
C3 -0.71 1.27 -2.59
C4 -1.93 1.43 -1.74
C5 -2.06 2.05 -0.52
C6 -4.06 1.37 -1.20
C7 1.19 -0.33 0.96
C8 1.60 1.01 1.60
C9 2.16 -1.47 1.14
C10 1.90 -2.18 2.47
H1 -1.98 -0.84 -3.06
H2 -0.78 -1.95 -3.16
H3 0.87 -0.05 -3.15
H4 0.06 2.08 -2.27
H5 -0.79 1.50 -3.67
H6 -1.30 2.25 0.23
H7 -5.15 1.29 -1.12
H8 -3.80 2.23 0.65
H9 1.44 0.92 -0.87
H10 0.16 -0.57 1.33
H11 1.92 -2.15 0.33
H12 3.09 -1.02 1.09
H13 2.68 -3.18 3.80
H14 2.43 2.01 2.81
N1 -1.03 -0.95 -3.42
N2 -3.21 0.96 -2.09
N3 -3.36 1.95 -0.15
N4 1.05 0.01 -0.47
O1 -0.21 -1.84 -0.87
O2 1.39 2.06 1.06
O3 0.85 -2.04 3.04
O4 2.93 -2.88 2.97
O5 2.17 0.95 2.88

Calculated values
* structure (SMILES): N[C@@H](Cc1c[nH]cn1)C(=O)N[C@@H](CC(=O)O)C(=O)O
* charge: 0


Computed, not measured: a molecular structure, C10H14N4S at a distorted geometry, with ωB97M-V/def2-TZVPD.

Element x y z (Å)
C1 2.64 -1.57 0.16
N1 1.63 -1.76 -0.91
C2 1.20 -0.48 -1.50
C3 0.50 0.51 -0.52
C4 0.73 1.94 -0.76
C5 0.09 2.98 0.11
N2 0.17 4.37 0.01
S1 -0.70 4.99 1.27
N3 -1.32 3.65 2.07
C6 -0.80 2.62 1.29
C7 -1.01 1.14 1.50
C8 -0.40 0.13 0.64
C9 -0.74 -1.38 0.95
C10 -1.67 -1.86 -0.26
N4 -2.98 -1.15 -0.26
H1 2.20 -1.21 1.13
H2 3.07 -2.60 0.39
H3 3.51 -0.92 -0.15
H4 2.09 -2.32 -1.63
H5 0.60 -0.67 -2.45
H6 2.15 0.04 -1.86
H7 1.35 2.30 -1.62
H8 -1.68 0.84 2.35
H9 0.18 -2.01 1.06
H10 -1.36 -1.41 1.89
H11 -1.88 -2.96 -0.21
H12 -1.17 -1.61 -1.25
H13 -2.87 -0.14 -0.37
H14 -3.53 -1.44 -1.08

Calculated values
* charge: 0


Computed, not measured: a molecular structure, C10H14NO2 at a distorted geometry, with ωB97M-V/def2-TZVPD.

Element x y z (Å)
C1 -0.82 -2.54 5.39
C2 0.68 -2.58 5.38
C3 1.13 -1.10 5.43
O1 2.27 -0.71 5.40
N1 -0.02 -0.33 5.53
C4 -1.17 -1.06 5.49
O2 -2.29 -0.54 5.55
H1 -1.24 -2.94 4.47
H2 -1.24 -3.04 6.26
H3 1.07 -3.10 6.26
H4 1.07 -3.06 4.48
H5 -0.14 0.82 5.73
C5 -0.05 2.18 5.47
C6 -1.33 2.92 5.24
C7 -2.28 2.70 6.43
C8 -1.59 3.06 7.69
C9 -0.25 3.14 7.77
C10 0.64 2.94 6.57
H6 0.57 2.16 4.58
H7 -1.10 3.99 5.21
H8 -1.79 2.63 4.30
H9 -3.17 3.31 6.26
H10 -2.67 1.67 6.45
H11 -2.26 3.27 8.51
H12 0.29 3.39 8.67
H13 1.62 2.51 6.83
H14 0.85 3.94 6.13

Calculated values
* charge: 0
* multiplicity: 2


Computed, not measured: a gas-phase ion, C10H14NO2 (charge +1) at a distorted geometry, with ωB97M-V/def2-TZVPD.

Element x y z (Å)
C1 -3.09 0.77 -0.80
C2 -2.12 1.72 -1.25
C3 -2.70 -0.43 -0.27
C4 -0.77 1.42 -1.08
C5 -1.41 -0.72 -0.13
C6 -0.43 0.29 -0.37
C7 -0.97 -1.98 0.41
C8 0.99 -0.06 -0.05
C9 1.04 0.89 2.20
C10 3.16 0.46 -0.96
N1 0.51 -2.11 0.24
O1 1.63 0.11 1.11
O2 1.79 0.04 -1.04
H1 -4.16 1.09 -0.98
H2 -2.35 2.60 -1.75
H3 -3.37 -1.27 -0.34
H4 0.04 2.15 -1.29
H5 -1.20 -1.87 1.53
H6 -1.36 -2.92 -0.08
H7 1.80 1.00 2.91
H8 0.24 0.35 2.64
H9 0.68 1.85 1.83
H10 3.74 0.03 0.02
H11 3.19 1.61 -0.84
H12 3.60 0.20 -1.87
H13 0.87 -2.74 0.97
H14 0.65 -2.45 -0.75

Calculated values
* charge: +1


Computed, not measured: C10H14O2 in the gas phase, with ωB97M-V/def2-TZVPD.

Element x y z (Å)
C1 -2.38 0.89 -1.19
C2 -1.70 -0.07 -0.59
C3 -1.39 -1.35 -1.31
H1 -1.75 -1.31 -2.34
H2 -1.87 -2.20 -0.83
H3 -0.31 -1.52 -1.32
C4 -1.24 0.08 0.85
C5 -0.45 1.38 1.04
C6 0.77 1.40 0.13
C7 1.53 0.11 0.20
C8 1.02 -1.00 0.73
C9 -0.35 -1.06 1.34
H4 -0.23 -0.97 2.42
H5 -0.81 -2.04 1.16
H6 1.60 -1.91 0.76
C10 2.91 0.16 -0.31
O1 3.48 1.16 -0.65
O2 3.53 -1.04 -0.36
H7 4.43 -0.91 -0.67
H8 0.44 1.55 -0.91
H9 1.44 2.22 0.38
H10 -1.08 2.25 0.84
H11 -0.12 1.45 2.08
H12 -2.14 0.13 1.48
H13 -2.63 1.82 -0.71
H14 -2.71 0.80 -2.21

Calculated values
* structure (SMILES): C=C(C)[C@H]1CC=C(C(=O)O)CC1
* charge: 0


The following energy above the lowest of the compared OMol25 structures with the same formula, charge and spin values (in kJ/mol) correspond, in order, to the records above: 204.9; 611.6; 247.3; 202.9; 221.4; 96.5; 258.3; 12.3.